Record 1
Density functional theory data (ωB97M-V/def2-TZVPD) for a structure of composition C32H33BrF5N4Ru.

charge: +3
calculated total energy: -125860.4616 eV
<S²>: 6.0480
M: 749.61 g mol⁻¹
HOMO-LUMO gap (alpha / beta): 0.1177 / 0.1857 hartree
multiplicity: 5

```
76
Properties=species:S:1:pos:R:3:lowdin_charge:R:1
Ru -1.13450 1.24501 -1.69552 1.482
Br 1.63862 -2.46075 -7.98937 1.151
C 1.28700 -1.71433 -6.37950 -0.597
C 0.17830 -0.83254 -6.23755 -0.045
C -0.07900 -0.28639 -5.02952 0.084
C 0.75524 -0.58312 -3.87525 -0.211
C 1.88276 -1.48407 -4.05730 0.080
C 2.13337 -2.02638 -5.26781 -0.043
N 0.45006 -0.02241 -2.74869 0.124
C 1.20790 -0.24942 -1.51041 -0.194
C 1.35351 1.70429 -0.61595 -0.379
C 2.26534 1.98541 0.54338 -0.108
C 3.00940 3.23760 0.16288 0.042
C 2.51151 4.09056 -0.74188 0.005
C 1.20494 3.85698 -1.36381 -0.025
N 0.61390 2.71935 -1.28813 0.077
H -0.43761 -0.61865 -7.10050 0.137
H -0.91452 0.38805 -4.88901 0.116
H 2.52022 -1.72156 -3.21520 0.138
H 2.96353 -2.70185 -5.42505 0.135
H 1.33338 -1.30608 -1.26558 0.179
H 1.84902 2.07235 1.55070 0.177
H 3.92242 3.47609 0.69668 0.143
H 3.01197 5.02267 -0.96582 0.129
H 0.69781 4.66659 -1.87922 0.141
C -4.96289 -2.16923 3.16711 -0.019
C -3.97509 -1.06220 3.57991 -0.552
C -2.96462 -1.63445 4.57329 -0.050
C -4.74042 0.09649 4.24588 -0.018
C -3.30679 -0.53246 2.32901 -0.104
C -4.06759 0.03202 1.29825 0.045
C -3.45842 0.51564 0.15967 -0.064
N -2.12795 0.47391 -0.02763 -0.035
C -1.35051 -0.06892 0.96964 -0.166
C -1.92659 -0.56574 2.13055 0.087
C 0.07367 -0.07556 0.73269 -0.130
C 1.11914 -0.65789 1.44062 0.056
C 2.46600 -0.47317 1.13969 -0.084
C 2.95574 0.61571 0.20502 -0.086
C 2.35984 0.72470 -1.27338 -0.009
N 0.41586 0.52940 -0.50643 -0.111
C 3.54562 -1.26642 1.83599 -0.551
C 4.48106 -0.30814 2.60356 -0.014
C 2.98187 -2.28908 2.82602 -0.045
C 4.34331 -2.01771 0.74990 -0.020
H -5.45527 -2.55408 4.05945 0.103
H -4.44985 -3.00056 2.68071 0.098
H -5.74024 -1.80006 2.49760 0.087
H -3.49705 -2.00230 5.44867 0.102
H -2.25838 -0.87715 4.92237 0.095
H -2.41158 -2.47945 4.15564 0.094
H -5.22651 -0.27370 5.14784 0.104
H -5.51761 0.50403 3.59881 0.088
H -4.06745 0.90579 4.53404 0.099
H -5.14321 0.10285 1.37349 0.134
H -4.04274 0.95362 -0.63491 0.110
H -1.28014 -0.97333 2.89492 0.117
H 0.86983 -1.31196 2.26512 0.117
H 4.03904 0.63848 0.19545 0.135
H 3.06765 0.98776 -2.05264 0.166
H 3.92573 0.31265 3.30928 0.101
H 5.06469 0.33857 1.94780 0.085
H 5.19480 -0.89788 3.17759 0.105
H 2.45127 -1.81065 3.65172 0.098
H 3.80500 -2.85273 3.26218 0.103
H 2.31827 -3.00991 2.34353 0.096
H 4.78820 -1.34372 0.01475 0.082
H 3.71322 -2.74546 0.23313 0.091
H 5.16156 -2.56426 1.21784 0.106
F -1.64967 3.65012 -3.10224 0.092
C -2.36285 2.69151 -2.48583 -0.490
F -2.97892 3.22768 -1.41548 0.099
C -3.39236 2.12171 -3.48881 -0.607
F -3.88131 0.97033 -2.98594 0.130
F -2.75172 1.82237 -4.62730 0.149
F -4.37821 2.94541 -3.73068 0.243
```

Record 2
Density functional theory data (ωB97M-V/def2-TZVPD) for a structure of composition C29H49BrFeN7OS2 in a non-equilibrium geometry.

charge: +1
calculated total energy: -169440.2016 eV
<S²>: 6.0150
M: 711.64 g mol⁻¹
HOMO-LUMO gap (alpha / beta): 0.1311 / 0.1293 hartree
multiplicity: 5

```
90
Properties=species:S:1:pos:R:3:lowdin_charge:R:1
Fe -0.22879 -3.76034 -1.90118 0.634
N -1.58482 -2.07925 -1.42199 -0.020
C -2.54886 -2.48692 -0.34137 -0.157
C -2.94838 -4.01636 -0.41191 -0.179
N -2.16798 -4.72398 -1.44864 -0.159
C -1.96347 -6.20750 -1.12083 -0.161
C -0.84892 -6.71592 -1.99070 -0.220
N -0.19200 -5.62798 -2.71556 -0.085
H -2.02577 -1.82719 -2.29381 0.067
H -1.07557 -1.25755 -1.14636 0.082
H -2.09753 -2.26886 0.64838 0.134
H -3.48332 -1.87757 -0.49426 0.117
H -2.78427 -4.42659 0.61319 0.127
H -4.04556 -4.18071 -0.63748 0.136
H -2.76582 -4.72835 -2.27971 0.130
H -1.70608 -6.32871 -0.03677 0.136
H -2.95426 -6.71455 -1.31034 0.144
H -0.11295 -7.28108 -1.38371 0.141
H -1.30510 -7.40252 -2.74865 0.137
H 0.74820 -5.90795 -2.98544 0.106
H -0.71483 -5.45553 -3.56920 0.108
C 6.16361 1.01673 4.80550 -0.055
C 4.73056 1.56863 5.01334 -0.502
C 4.68896 3.05207 5.54813 -0.060
C 4.01229 0.68509 6.07953 -0.062
C 3.89904 1.47183 3.69490 -0.184
C 3.81428 0.28427 2.95461 -0.135
C 2.99704 0.14614 1.85324 -0.564
Br 3.30541 -1.36585 0.70464 0.723
C 2.02887 1.16228 1.49702 -0.415
O 1.17043 0.96221 0.58136 -0.168
C 2.13458 2.46445 2.23466 -0.104
C 3.08386 2.54266 3.27521 -0.003
C 1.28146 3.61561 1.83772 -0.539
C 1.32438 4.66999 2.97246 -0.066
C 1.88939 4.26977 0.56390 -0.035
C -0.21635 3.25887 1.58420 -0.054
H 6.70947 0.91305 5.75626 0.079
H 6.78295 1.69974 4.21118 0.084
H 6.15088 0.03020 4.34637 0.066
H 5.31817 3.14224 6.40741 0.065
H 3.68171 3.29698 5.88563 0.077
H 5.06831 3.76437 4.77983 0.094
H 4.62813 0.52902 6.97825 0.078
H 3.73760 -0.31672 5.74566 0.073
H 3.08236 1.12306 6.43931 0.076
H 4.35704 -0.54244 3.34575 0.082
H 3.25855 3.53977 3.72186 0.078
H 2.35340 5.09848 3.12025 0.094
H 1.06356 4.20699 3.89294 0.074
H 0.68657 5.48906 2.69244 0.073
H 2.94944 4.36563 0.76136 0.080
H 1.47383 5.25114 0.46780 0.066
H 1.79219 3.64033 -0.34121 0.075
H -0.67721 2.95609 2.49987 0.062
H -0.38274 2.37239 0.86436 0.085
H -0.74691 4.14201 1.17182 0.079
S 1.78572 -3.02550 -2.62110 0.664
C 1.56769 -1.37944 -3.03858 -0.734
N 1.63044 -0.40248 -2.10466 0.048
C 1.77540 1.00423 -2.40354 -0.141
C 1.19074 1.29856 -3.82198 -0.152
C 1.59162 0.29076 -4.88485 -0.149
N 1.27760 -1.07384 -4.33819 0.014
H 1.93178 -0.70398 -1.17645 -0.005
H 2.79795 1.35375 -2.30858 0.134
H 1.23744 1.58693 -1.66003 0.101
H 1.51940 2.29277 -4.20455 0.132
H 0.07082 1.32834 -3.72821 0.073
H 2.67343 0.35959 -5.15351 0.136
H 1.00256 0.39639 -5.80225 0.119
H 1.21540 -1.83665 -4.98844 0.112
N -3.66311 -0.09016 -5.12382 0.076
C -3.88341 0.23636 -3.82058 -0.870
S -2.82215 1.24711 -2.94928 0.633
N -5.07174 -0.16022 -3.30484 0.045
C -5.65658 0.33482 -2.09298 -0.297
C -6.16426 -0.52873 -1.15455 -0.068
C -6.41579 -0.08126 0.12538 -0.085
C -6.15851 1.24250 0.52806 -0.057
C -5.77373 2.13826 -0.47442 -0.057
C -5.54580 1.66150 -1.75371 -0.102
H -2.73905 0.03746 -5.54693 0.101
H -4.38530 -0.58397 -5.65318 0.110
H -5.67066 -0.82497 -3.77066 0.144
H -6.22427 -1.57564 -1.39148 0.102
H -6.67953 -0.87785 0.84369 0.112
H -6.18509 1.52355 1.57191 0.107
H -5.79521 3.19923 -0.23344 0.117
H -5.22281 2.38186 -2.53550 0.106
```

Record 3
Density functional theory data (ωB97M-V/def2-TZVPD) for the molecule C3H3N3O in a non-equilibrium geometry.

SMILES: [H]/N=c1/ncnco1
charge: 0
calculated total energy: -9673.8498 eV
M: 97.08 g mol⁻¹
relative energy (zero: lowest compared OMol25 entry of this formula, charge and spin): 347.78 kJ/mol
HOMO-LUMO gap: 0.3314 hartree
multiplicity: 1

```
10
Properties=species:S:1:pos:R:3:lowdin_charge:R:1
H 0.72538 1.55552 2.16775 0.131
N -0.38761 1.25502 2.02242 0.132
C -0.21289 0.52072 0.93567 -0.451
N -1.23255 -0.16404 0.38284 0.085
C -1.25305 -0.61597 -0.90974 0.003
N 0.06649 -0.29724 -1.67193 0.056
C 1.11130 -0.18357 -0.86747 -0.200
O 1.15001 -0.08744 0.52098 -0.006
H -1.98631 -1.34128 -1.25814 0.109
H 2.01922 -0.64171 -1.32237 0.140
```

Record 4
Density functional theory data (ωB97M-V/def2-TZVPD) for the molecule C5H9BrSi in a non-equilibrium geometry.

SMILES: C=C[Si](C)(Br)C=C
charge: 0
calculated total energy: -83250.6188 eV
M: 177.12 g mol⁻¹
relative energy (zero: lowest compared OMol25 entry of this formula, charge and spin): 0.00 kJ/mol
HOMO-LUMO gap: 0.3951 hartree
multiplicity: 1

```
16
Properties=species:S:1:pos:R:3:lowdin_charge:R:1
C 2.01837 0.05095 1.47448 -0.076
C 0.98889 -0.40286 0.73756 -0.286
Si -0.18499 0.67795 -0.25850 0.264
C 0.62094 0.36310 -2.04541 -0.192
Br -0.03438 2.83449 0.47826 0.306
C -2.00638 -0.01413 -0.15480 -0.255
C -2.28556 -0.98825 0.67891 -0.094
H 2.72281 -0.49468 2.06385 0.034
H 2.34496 1.12651 1.69002 0.062
H 0.86866 -1.44964 0.65886 0.046
H 1.67041 0.14854 -1.75131 0.022
H 0.22522 -0.58935 -2.34983 0.011
H 0.69882 1.06922 -2.84085 0.005
H -2.91605 0.41052 -0.73885 0.088
H -3.19806 -1.31084 1.08174 0.041
H -1.53366 -1.43154 1.27586 0.023
```

Q: The lowest calculated total energy belongs to which entry?
A: C29H49BrFeN7OS2